Entry a
Below is 2 unconnected molecules or ions with the total composition C6H14N2O2, with properties calculated with ωB97M-V with the def2-TZVPD basis set.

Structure (XYZ):
```
24
C6H14N2O2 ωB97M-V with the def2-TZVPD basis set
C 0.19 1.61 -0.17
N 1.54 0.99 -0.14
C 1.69 -0.34 -0.49
C 3.02 -0.99 -0.29
O 0.80 -1.04 -0.87
H -0.39 0.72 -0.39
H -0.16 2.11 0.75
H 0.12 2.36 -1.05
H 2.26 1.39 0.51
H 3.75 -0.36 0.09
H 3.45 -1.42 -1.20
H 2.91 -1.76 0.54
C -2.80 -0.14 -1.21
N -2.34 0.14 0.24
C -1.30 -0.72 0.55
C -0.34 -0.25 1.73
O -1.23 -1.94 0.16
H -2.74 -1.21 -1.45
H -3.84 0.03 -1.31
H -2.23 0.30 -2.07
H -1.88 1.26 0.03
H -0.77 0.70 2.06
H 0.79 -0.39 1.52
H -0.50 -1.04 2.46
```

- LUMO energy: 0.0238 Eh
- HOMO-LUMO gap: 9.868 eV
- HOMO: -9.221 eV
- M: 146.19 g mol⁻¹

Results of the Mulliken charge analysis, in e, for atoms 1 through 5: number 1, C, carries -0.55; number 2, N, carries -0.17; number 3, C, carries 0.59; number 4, C, carries -1.29; number 5, O, carries -0.53

Entry b
Below is 2 unconnected molecules or ions with the total composition C6H14N2O2, with properties calculated with ωB97M-V with the def2-TZVPD basis set.

Structure (XYZ):
```
24
C6H14N2O2 ωB97M-V with the def2-TZVPD basis set
C -2.19 -1.61 -0.28
N -0.97 -1.33 0.45
C -0.20 -2.27 1.05
C 1.05 -1.86 1.79
O -0.51 -3.45 0.94
H -2.18 -2.58 -0.78
H -2.99 -1.61 0.46
H -2.43 -0.91 -1.05
H -0.88 -0.35 0.64
H 1.89 -1.90 1.09
H 1.10 -0.85 2.22
H 1.23 -2.54 2.61
C 2.28 1.04 -0.50
N 1.06 1.51 -1.14
C 0.09 2.00 -0.32
C -1.11 2.55 -1.09
O 0.12 2.04 0.89
H 3.01 0.76 -1.25
H 2.72 1.91 0.00
H 2.21 0.19 0.17
H 0.99 1.27 -2.11
H -1.82 1.74 -1.26
H -0.93 2.94 -2.09
H -1.54 3.30 -0.43
```

- LUMO energy: 0.0226 Eh
- HOMO-LUMO gap: 10.036 eV
- HOMO: -9.421 eV
- M: 146.19 g mol⁻¹

Results of the Mulliken charge analysis, in e, for atoms 1 through 5: number 1, C, carries -0.98; number 2, N, carries -0.07; number 3, C, carries 0.70; number 4, C, carries -1.03; number 5, O, carries -0.64

Entry c
Below is 2 unconnected molecules or ions with the total composition C6H14N2O2, with properties calculated with ωB97M-V with the def2-TZVPD basis set.

Structure (XYZ):
```
24
C6H14N2O2 ωB97M-V with the def2-TZVPD basis set
C 1.88 0.14 -1.68
N 1.46 -1.08 -1.01
C 0.63 -1.92 -1.68
C 0.14 -3.12 -0.88
O 0.42 -1.78 -2.87
H 2.54 0.70 -1.01
H 2.36 -0.18 -2.60
H 1.01 0.76 -1.86
H 1.88 -1.33 -0.13
H -0.93 -3.30 -0.79
H 0.60 -4.05 -1.28
H 0.40 -3.01 0.18
C 0.24 2.86 0.93
N -0.49 1.60 0.88
C -1.54 1.36 1.72
C -2.34 0.07 1.52
O -1.85 2.12 2.62
H 1.15 2.89 0.35
H -0.36 3.58 0.28
H 0.28 3.28 1.92
H 0.21 0.86 0.73
H -1.90 -0.70 2.19
H -3.29 0.41 1.97
H -2.50 -0.15 0.48
```

- LUMO energy: 0.0170 Eh
- HOMO-LUMO gap: 10.211 eV
- HOMO: -9.749 eV
- M: 146.19 g mol⁻¹

Results of the Mulliken charge analysis, in e, for atoms 1 through 5: number 1, C, carries -0.95; number 2, N, carries -0.21; number 3, C, carries 0.68; number 4, C, carries -0.98; number 5, O, carries -0.61

What should be chosen as the most stable of them? Choose entry b.

Entry a
Below is 2 unconnected molecules or ions with the total composition C6H14N2O2, with properties calculated with ωB97M-V with the def2-TZVPD basis set.

Structure (XYZ):
```
24
C6H14N2O2 ωB97M-V with the def2-TZVPD basis set
C -1.07 0.34 2.39
N -0.23 1.11 1.45
C 0.89 1.64 2.03
C 1.95 2.07 1.03
O 1.00 1.80 3.23
H -1.67 -0.37 1.82
H -0.41 -0.25 3.03
H -1.57 1.00 3.10
H -0.29 0.97 0.46
H 2.40 1.23 0.50
H 1.40 2.75 0.35
H 2.74 2.55 1.58
C 1.28 -1.59 -1.03
N -0.15 -1.53 -1.29
C -0.72 -0.83 -2.29
C -2.24 -0.95 -2.38
O -0.10 -0.09 -3.02
H 1.94 -0.74 -1.25
H 1.51 -1.73 0.02
H 1.72 -2.25 -1.77
H -0.53 -2.25 -0.70
H -2.60 -1.95 -2.62
H -2.73 -0.64 -1.45
H -2.54 -0.28 -3.18
```

- LUMO energy: 0.0183 Eh
- HOMO-LUMO gap: 10.209 eV
- HOMO: -9.712 eV
- M: 146.19 g mol⁻¹

Results of the Mulliken charge analysis, in e, for atoms 1 through 5: number 1, C, carries -0.86; number 2, N, carries -0.20; number 3, C, carries 0.69; number 4, C, carries -1.00; number 5, O, carries -0.62

Entry b
Below is 2 unconnected molecules or ions with the total composition C6H14N2O2, with properties calculated with ωB97M-V with the def2-TZVPD basis set.

Structure (XYZ):
```
24
C6H14N2O2 ωB97M-V with the def2-TZVPD basis set
C -2.31 -1.46 0.52
N -1.00 -2.38 0.48
C 0.25 -1.84 0.18
C 1.45 -2.77 -0.03
O 0.21 -0.63 0.12
H -1.85 -0.41 0.76
H -2.87 -1.50 -0.40
H -2.95 -2.04 1.23
H -1.03 -3.37 0.29
H 2.11 -2.62 -0.80
H 2.19 -2.66 0.88
H 1.07 -3.73 0.15
C 0.13 1.93 -2.24
N 0.71 1.60 -1.03
C 0.21 1.84 0.23
C 1.07 1.49 1.46
O -0.77 2.51 0.49
H 0.57 2.80 -2.82
H 0.02 1.14 -3.06
H -0.86 2.35 -2.14
H 1.52 1.00 -1.12
H 2.11 1.72 1.32
H 0.68 2.13 2.24
H 1.08 0.43 1.76
```

- LUMO energy: 0.0238 Eh
- HOMO-LUMO gap: 9.442 eV
- HOMO: -8.795 eV
- M: 146.19 g mol⁻¹

Results of the Mulliken charge analysis, in e, for atoms 1 through 5: number 1, C, carries -0.64; number 2, N, carries -0.32; number 3, C, carries 0.75; number 4, C, carries -1.18; number 5, O, carries -0.55

Entry c
Below is 2 unconnected molecules or ions with the total composition C6H14N2O2, with properties calculated with ωB97M-V with the def2-TZVPD basis set.

Structure (XYZ):
```
24
C6H14N2O2 ωB97M-V with the def2-TZVPD basis set
C 1.51 -1.95 -0.89
N 0.15 -2.13 -0.57
C -0.88 -1.51 -1.30
C -2.29 -1.75 -0.78
O -0.53 -0.85 -2.26
H 2.00 -1.06 -0.37
H 1.90 -3.04 -0.63
H 1.62 -1.63 -1.89
H -0.15 -2.93 -0.05
H -3.04 -1.36 -1.32
H -2.48 -2.67 -1.21
H -2.29 -1.64 0.26
C -0.96 2.73 0.15
N 0.29 2.58 0.96
C 0.72 1.30 1.31
C 1.75 1.27 2.43
O 0.21 0.33 0.75
H -1.49 3.62 0.40
H -0.94 2.51 -0.96
H -1.51 1.68 0.40
H 0.85 3.39 1.05
H 1.89 2.21 2.76
H 1.39 0.61 3.35
H 2.69 0.72 2.08
```

- LUMO energy: 0.0315 Eh
- HOMO-LUMO gap: 9.564 eV
- HOMO: -8.708 eV
- M: 146.19 g mol⁻¹

Results of the Mulliken charge analysis, in e, for atoms 1 through 5: number 1, C, carries -0.73; number 2, N, carries -0.12; number 3, C, carries 0.94; number 4, C, carries -1.58; number 5, O, carries -0.66

What should be chosen as the most stable of them? Choose entry a.

Entry a
Below is C3H9N2OP in the gas phase, with properties calculated with ωB97M-V with the def2-TZVPD basis set.

Structure (XYZ):
```
16
C3H9N2OP ωB97M-V with the def2-TZVPD basis set
C 0.53 -0.45 -1.85
C 0.11 0.48 -0.70
C 1.11 0.52 0.46
N 0.23 0.72 1.65
P -1.37 0.38 1.43
O -1.63 -1.05 2.18
N -1.09 -0.14 -0.15
H 0.37 -1.43 -1.54
H 1.54 -0.15 -2.17
H -0.17 -0.24 -2.57
H -0.03 1.36 -1.23
H 1.69 -0.46 0.45
H 1.67 1.51 0.48
H 0.62 0.81 2.55
H -1.74 -1.87 1.73
H -1.83 0.02 -0.71
```

- LUMO energy: 0.0379 Eh
- HOMO-LUMO gap: 9.236 eV
- HOMO: -8.203 eV
- M: 120.09 g mol⁻¹

Results of the Mulliken charge analysis, in e, for atoms 1 through 5: number 1, C, carries -1.66; number 2, C, carries 0.32; number 3, C, carries -0.41; number 4, N, carries -0.15; number 5, P, carries -0.07

Entry b
Below is 2 unconnected molecules or ions with the total composition C3H9N2OP, with properties calculated with ωB97M-V with the def2-TZVPD basis set.

Structure (XYZ):
```
16
C3H9N2OP ωB97M-V with the def2-TZVPD basis set
C -1.47 -0.63 -1.32
C -0.64 -0.52 -0.27
C -1.01 -0.96 1.06
N 0.54 2.33 1.42
N 1.54 0.18 -1.74
O 1.96 -0.80 0.67
P 1.13 0.07 -0.15
H -1.27 -0.27 -2.30
H -2.41 -1.19 -1.21
H -0.89 -0.13 1.77
H -1.89 -1.56 1.24
H -0.20 -1.66 1.23
H -0.31 2.00 1.97
H 1.44 2.03 1.89
H 1.01 0.76 -2.32
H 2.48 0.35 -1.93
```

- LUMO energy (spin up / spin down): -0.0236 / -0.0150 Eh
- HOMO-LUMO gap (spin up / spin down): 9.297 / 7.717 eV
- HOMO (spin up / spin down): -9.940 / -8.127 eV
- M: 120.09 g mol⁻¹

Results of the Mulliken charge analysis, in e, for atoms 1 through 5: number 1, C, carries -0.78; number 2, C, carries 0.65; number 3, C, carries -1.19; number 4, N, carries -0.59; number 5, N, carries -0.50

What should be chosen as the most stable of them? Choose entry a.

Entry a
Below is CH4N3P in the gas phase, with properties calculated with ωB97M-V with the def2-TZVPD basis set.

Structure (XYZ):
```
9
CH4N3P ωB97M-V with the def2-TZVPD basis set
C 0.36 0.56 -0.76
N 1.67 0.18 -0.57
N 1.71 -0.82 0.48
N 0.51 -1.20 0.90
P -0.92 -0.40 0.26
H 0.22 1.62 -0.47
H 0.24 0.44 -1.98
H 0.53 -2.08 1.50
H -1.12 0.49 1.25
```

- LUMO energy: 0.0204 Eh
- HOMO-LUMO gap: 9.065 eV
- HOMO: -8.511 eV
- M: 89.04 g mol⁻¹

Results of the Mulliken charge analysis, in e, for atoms 1 through 5: number 1, C, carries -0.33; number 2, N, carries -0.27; number 3, N, carries -0.24; number 4, N, carries -0.02; number 5, P, carries 0.03

Entry b
Below is a molecular structure, CH4N3P, with properties calculated with ωB97M-V with the def2-TZVPD basis set.

Structure (XYZ):
```
9
CH4N3P ωB97M-V with the def2-TZVPD basis set
C -0.10 -0.09 -0.47
N 0.51 -1.12 -0.92
N 0.88 -2.01 -0.10
N 0.62 -1.62 1.12
P -0.14 -0.13 1.31
H -0.99 2.84 -0.94
H -0.48 0.76 -1.06
H 1.16 -2.13 1.77
H -1.45 3.49 -0.71
```

- LUMO energy: 0.0096 Eh
- HOMO-LUMO gap: 9.766 eV
- HOMO: -9.504 eV
- M: 89.04 g mol⁻¹

Results of the Mulliken charge analysis, in e, for atoms 1 through 5: number 1, C, carries -0.01; number 2, N, carries -0.17; number 3, N, carries -0.46; number 4, N, carries 0.12; number 5, P, carries 0.00

What should be chosen as the most stable of them? Choose entry b.

Entry a
Below is CHN3O3 in the gas phase, with properties calculated with ωB97M-V with the def2-TZVPD basis set.

Structure (XYZ):
```
8
CHN3O3 ωB97M-V with the def2-TZVPD basis set
N -0.04 -2.12 1.69
C 0.29 -1.54 0.73
O 0.67 -1.01 -0.41
N -0.39 0.05 -0.76
N -0.05 1.20 -0.02
O -0.41 2.22 -0.62
O 0.39 0.99 1.07
H -0.46 0.20 -1.68
```

- LUMO energy: -0.0358 Eh
- HOMO-LUMO gap: 10.631 eV
- HOMO: -11.605 eV
- M: 103.04 g mol⁻¹

Results of the Mulliken charge analysis, in e, for atoms 1 through 5: number 1, N, carries -0.38; number 2, C, carries 0.61; number 3, O, carries -0.30; number 4, N, carries -0.24; number 5, N, carries 1.14

Entry b
Below is a molecular structure, CHN3O3, with properties calculated with ωB97M-V with the def2-TZVPD basis set.

Structure (XYZ):
```
8
CHN3O3 ωB97M-V with the def2-TZVPD basis set
C -1.85 -0.65 0.15
N -2.04 -1.70 -0.31
N 1.19 -0.50 -0.16
N 1.14 0.65 -0.07
O 1.71 1.66 -0.07
O -0.60 1.26 0.00
O -1.54 0.51 0.67
H 2.00 -1.23 -0.21
```

- LUMO energy (spin up / spin down): -0.0504 / -0.0504 Eh
- HOMO-LUMO gap (spin up / spin down): 8.887 / 8.883 eV
- HOMO (spin up / spin down): -10.258 / -10.253 eV
- M: 103.04 g mol⁻¹

Results of the Mulliken charge analysis, in e, for atoms 1 through 5: number 1, C, carries 0.53; number 2, N, carries -0.39; number 3, N, carries -0.54; number 4, N, carries 1.09; number 5, O, carries -0.50

What should be chosen as the most stable of them? Choose entry a.